23
Properties=species:S:1:pos:R:3 method="wB97M-V/def2-TZVPD" charge=0 spin_multiplicity=1 energy_ha=-586.94242 de_lowest_ev=0.000 smiles=Fc1ccc2c(c1)COB2.C#CC e_homo_ev=-9.3
B 1.07360 1.06061 1.65974
C -1.63052 0.79266 0.80631
C -2.49935 -0.17218 0.42679
C -0.90902 -1.96457 0.77880
C -0.31795 0.39069 1.18519
C 0.00850 -0.97933 1.15208
C -2.14860 -1.52075 0.35343
C -0.29566 0.83505 -3.35369
C 0.61655 1.17759 -2.61158
C 1.36790 -1.17969 1.72125
C 1.83208 1.42238 -1.82549
O 1.95031 0.08157 1.92678
F -2.99460 -2.43294 -0.17079
H -1.91924 1.76606 0.90583
H -3.55889 0.22047 0.20587
H -0.79237 -3.05437 0.76026
H 1.37419 2.16806 1.96320
H -0.84416 0.75352 -4.23521
H 1.26920 -1.99546 2.53015
H 2.04413 -1.65206 0.92466
H 2.05476 2.44416 -1.83656
H 1.80613 0.97758 -0.83152
H 2.51303 0.86094 -2.43550